Record 1
# C19H12N3O4RuS5

A molecular structure, C19H12N3O4RuS5 at a distorted geometry (ωB97M-V with the def2-TZVPD basis set, the OMol25 dataset).

```
! RIJCOSX wB97M-V def2-TZVPD def2/J DEFGRID3
* xyz 0 2
C -4.14 1.55 -0.90
H 5.17 -2.68 0.07
C 1.76 -3.52 -1.50
C 3.63 -0.62 0.12
H 0.79 -3.74 -1.93
S -3.31 -2.33 2.71
S -2.47 0.01 4.21
H 2.57 -5.47 -1.82
C -4.01 2.90 -0.81
S -1.27 -1.78 0.52
O 4.74 -6.29 -1.19
H -3.10 -0.34 -0.76
H 4.66 -0.60 0.52
C -2.06 -1.37 1.99
N 0.73 2.18 -0.56
C -3.00 0.74 -0.76
C 4.20 -2.91 -0.36
S -0.36 0.67 2.10
C -2.73 3.46 -0.65
O 6.10 -4.85 -0.35
N 5.01 -5.17 -0.79
H 0.86 4.86 -0.24
H -1.08 6.39 -0.19
C -1.25 5.33 -0.32
C 3.22 -1.91 -0.41
O 0.93 -1.40 -1.09
H -3.36 5.52 -0.53
N -1.79 1.22 -0.59
C -3.52 -1.38 4.15
S -4.61 -1.73 5.31
Ru -0.16 0.05 0.03
O 2.95 0.39 0.17
C -1.63 2.59 -0.59
C 2.73 -4.47 -1.44
C -1.67 -0.27 2.69
C -0.32 3.12 -0.51
H 1.64 2.49 -0.25
H 0.85 1.77 -1.49
C -2.51 4.86 -0.50
C 3.97 -4.16 -0.86
C -0.14 4.46 -0.33
H -5.10 1.07 -1.03
H -4.88 3.55 -0.87
C 1.94 -2.20 -0.98
*
```

- E_HOMO (alpha / beta) (eV) = -7.41 / -7.75
- energy (hartree) = -3282.2350
- frontier orbital gap (alpha / beta) (eV) = 6.085 / 5.896
- largest force on an atom (eV/Å) = 1.4
- energy above the lowest of the compared OMol25 structures with the same formula, charge and spin (kcal per mole) = 44.96
- molecular weight (g/mol) = 607.7
- lowest unoccupied orbital energy (alpha / beta) (eV) = -1.3 / -1.9

Record 2
# C19H13AsBrN2O8SSn

A molecular structure, C19H13AsBrN2O8SSn (ωB97M-V with the def2-TZVPD basis set, the OMol25 dataset).

```
! RIJCOSX wB97M-V def2-TZVPD def2/J DEFGRID3
* xyz 1 1
O -0.87 1.18 3.00
C 0.09 2.94 -4.83
C -0.26 2.01 -2.66
C -0.73 4.28 -3.19
H 7.09 1.07 -1.28
C -3.62 -2.68 1.71
H -2.74 -2.90 5.16
H 6.55 -0.02 0.86
As -0.79 0.04 4.17
O -2.73 -1.07 3.22
H 4.18 -0.28 1.55
H -4.25 -5.94 2.51
C 3.72 1.32 -1.43
O -1.94 4.47 -0.62
N 0.95 0.48 0.45
H 5.29 1.93 -2.74
C -3.08 -3.21 4.18
O -3.64 -1.86 0.82
H -0.23 1.16 -1.98
O -1.29 -2.30 -0.99
C -3.94 -4.90 2.60
H 2.92 1.69 -2.05
C 2.06 0.56 0.17
Br 0.76 0.17 -4.58
H 0.48 -1.90 3.90
H -4.36 -4.41 0.58
O -0.89 2.63 0.05
C -1.26 3.52 -0.88
S -2.54 -1.99 -1.62
C 6.05 0.96 -0.98
H -3.45 -5.21 4.70
C 0.14 1.85 -3.97
C -3.11 -2.23 3.11
C 5.05 1.45 -1.81
H 0.40 2.83 -5.87
C -0.72 3.25 -2.25
O 0.15 -1.19 3.33
C 3.43 0.69 -0.22
Sn -1.35 0.84 0.83
H -1.08 5.26 -2.90
O -2.83 -0.62 -1.90
C 5.76 0.35 0.23
C -3.47 -4.46 3.91
C 4.44 0.20 0.62
C -4.01 -4.09 1.55
N -0.33 4.14 -4.45
*
```

- E_HOMO (eV) = -11.34
- energy (hartree) = -6865.3319
- frontier orbital gap (eV) = 5.895
- largest force on an atom (eV/Å) = 0.8
- energy above the lowest of the compared OMol25 structures with the same formula, charge and spin (kcal per mole) = 2.36
- molecular weight (g/mol) = 702.9
- lowest unoccupied orbital energy (eV) = -5.4

Record 3
# C19H13BeF6N6O4S2

A molecular structure, C19H13BeF6N6O4S2 (ωB97M-V with the def2-TZVPD basis set, the OMol25 dataset).

```
! RIJCOSX wB97M-V def2-TZVPD def2/J DEFGRID3
* xyz 1 1
O 1.02 1.29 0.93
C -1.93 -2.18 2.60
H -1.31 5.93 -3.20
N -0.94 -0.65 1.05
O 1.70 -1.23 0.76
N 1.86 -0.50 -6.68
H -0.11 -2.48 1.52
C 1.50 0.78 -2.06
H -3.74 0.66 2.32
H -1.46 6.04 -0.74
C -1.33 5.01 -2.62
H 2.39 1.52 -3.86
H -0.21 -1.98 -1.65
C -0.94 -1.82 1.71
C -1.46 3.91 -0.49
Be 0.52 -0.12 0.25
C -2.97 -0.08 2.18
F 0.89 2.19 3.63
F 1.47 3.85 2.37
C -1.27 3.79 -3.27
H -1.24 1.65 -3.01
F 4.54 -0.52 0.17
H 1.82 1.60 -1.45
O 2.53 -2.07 2.92
H 0.24 -2.20 -4.08
C 1.88 2.72 2.92
H -1.87 -3.14 3.10
F 4.09 -2.64 0.29
C -1.96 0.19 1.28
H -1.21 3.75 -4.35
C 0.36 -1.23 -2.18
C 1.81 0.73 -3.41
C -1.28 2.62 -2.53
F 5.23 -1.68 1.87
O 3.27 2.23 0.72
C -1.42 5.08 -1.23
C 4.26 -1.53 0.99
H -1.53 3.94 0.59
N -1.39 1.46 -0.44
C -1.39 2.69 -1.14
S 2.68 -1.14 1.87
S 2.34 1.57 1.56
C 1.35 -0.35 -4.15
H -3.74 -1.53 3.56
N 0.78 -0.18 -1.46
N -2.05 1.44 0.60
N 2.84 0.33 2.37
F 2.93 2.94 3.68
C 1.64 -0.43 -5.56
C 0.61 -1.35 -3.53
C -2.96 -1.29 2.85
*
```

- E_HOMO (eV) = -12.22
- energy (hartree) = -2771.5413
- frontier orbital gap (eV) = 7.963
- largest force on an atom (eV/Å) = 0.3
- energy above the lowest of the compared OMol25 structures with the same formula, charge and spin (kcal per mole) = 3.06
- molecular weight (g/mol) = 576.5
- lowest unoccupied orbital energy (eV) = -4.3

Record 4
# C19H13BrF5INO9P2W

A molecular structure, C19H13BrF5INO9P2W (ωB97M-V with the def2-TZVPD basis set, the OMol25 dataset).

```
! RIJCOSX wB97M-V def2-TZVPD def2/J DEFGRID3
* xyz -1 1
H 0.61 -1.07 1.85
O -0.48 2.07 -0.31
O -3.12 -2.89 -0.30
N 1.73 0.53 0.71
F -3.96 5.10 0.58
I -1.07 0.39 -2.89
O -2.20 0.31 0.06
C 2.33 0.42 -2.71
F -0.15 5.11 3.33
C 1.56 1.08 -1.68
F 0.95 3.17 1.86
H 4.24 -1.31 -5.69
C -2.20 3.58 0.15
Br 1.73 -2.03 -1.47
C 1.79 2.42 -1.55
F -2.88 3.11 -0.89
P -1.77 -2.33 0.36
P -2.21 0.40 1.66
F -2.60 6.11 2.71
O -1.13 -3.74 0.75
C -2.37 -1.50 1.91
O 0.27 -1.45 1.04
H -2.32 -1.62 4.02
H -3.56 -2.17 -0.77
H -0.20 -3.58 0.95
C 3.16 2.58 -3.53
C -2.07 5.11 1.98
C -0.83 4.60 2.30
C 2.63 0.89 1.39
C -1.77 -2.06 3.19
C 3.07 1.18 -3.66
C 3.73 -0.82 -4.86
C -0.95 3.03 0.46
W -0.06 0.18 -0.21
C 3.09 -1.60 -3.88
O -0.63 0.69 1.76
H 4.25 1.15 -5.46
O 3.55 1.22 2.05
H -0.72 -1.81 3.30
H 1.34 2.98 -0.75
H -4.05 -2.51 1.70
H 2.68 4.24 -2.29
C 3.73 0.53 -4.74
H -1.88 -3.15 3.25
C 2.58 3.17 -2.45
O -1.03 -1.66 -0.79
H 3.72 3.15 -4.26
H 3.13 -2.68 -3.92
O -3.80 -1.62 1.95
C -2.76 4.60 0.90
C -0.27 3.58 1.54
C 2.44 -0.98 -2.86
*
```

- E_HOMO (eV) = -5.14
- energy (hartree) = -5584.8481
- frontier orbital gap (eV) = 6.785
- largest force on an atom (eV/Å) = 0.8
- energy above the lowest of the compared OMol25 structures with the same formula, charge and spin (kcal per mole) = 69.37
- molecular weight (g/mol) = 946.9
- lowest unoccupied orbital energy (eV) = 1.6

Record 5
# C19H13Cl2GaN3O3

A molecular structure, C19H13Cl2GaN3O3 (ωB97M-V with the def2-TZVPD basis set, the OMol25 dataset).

```
! RIJCOSX wB97M-V def2-TZVPD def2/J DEFGRID3
* xyz 1 1
C -1.32 2.26 -1.77
N 2.13 0.23 0.71
C -1.74 2.81 -4.08
C 1.37 -0.23 2.97
H -3.43 -4.36 1.41
C -0.50 1.16 -2.16
H -2.54 3.91 -2.43
H -1.78 0.07 3.20
N 0.16 -0.01 2.42
O -1.10 1.86 0.57
H 2.70 0.49 -1.25
C -1.49 -2.23 -0.33
C -0.95 1.71 -4.48
O 1.59 -0.65 4.08
H -2.75 -2.79 3.22
H -2.16 3.40 -0.15
C -2.30 -3.32 -0.09
H -0.73 -1.22 3.86
N -1.12 -1.41 0.65
C -1.93 3.08 -2.75
H -0.83 1.50 -5.53
C -1.53 2.52 -0.40
C 2.48 0.05 1.98
H -1.09 -2.00 -1.31
H 5.14 0.28 -0.73
C -2.78 -3.53 1.20
C 4.79 0.06 1.38
Cl 0.62 -0.44 -3.99
O 0.13 0.39 -1.31
C 4.40 0.23 0.06
H 4.05 -0.16 3.41
Cl -2.47 3.79 -5.29
C 3.81 -0.02 2.36
C 3.06 0.34 -0.24
H 5.83 -0.02 1.64
C -2.40 -2.66 2.21
C -1.00 -0.67 2.95
C -1.54 -1.61 1.91
Ga 0.09 0.26 0.54
C -0.35 0.92 -3.54
H -2.54 -4.00 -0.89
*
```

- E_HOMO (eV) = -11.62
- energy (hartree) = -3966.9271
- frontier orbital gap (eV) = 7.715
- largest force on an atom (eV/Å) = 0.9
- energy above the lowest of the compared OMol25 structures with the same formula, charge and spin (kcal per mole) = 0.00
- molecular weight (g/mol) = 472.0
- lowest unoccupied orbital energy (eV) = -3.9

Record 6
# C19H13F2N3O2

C19H13F2N3O2 in the gas phase (ωB97M-V with the def2-TZVPD basis set, the OMol25 dataset).

```
! RIJCOSX wB97M-V def2-TZVPD def2/J DEFGRID3
* xyz 0 1
H 4.81 2.42 -0.36
H 5.94 -1.95 -1.23
C 0.76 0.69 0.73
C 1.79 3.03 0.79
C 3.98 -2.66 -0.70
H 0.18 -2.42 -0.16
H 4.22 -3.70 -0.87
C 1.80 1.66 0.57
H -7.20 0.99 -0.56
C -5.93 -0.02 0.86
H -6.69 -0.14 1.62
C -3.63 -0.40 0.14
C 4.95 -1.68 -0.89
C -3.92 0.23 -1.07
H -0.25 -1.79 1.46
C 3.05 3.51 0.43
C -4.66 -0.51 1.08
C 3.80 2.44 -0.01
C -1.24 -0.84 -0.25
O -0.36 0.93 1.14
N -2.39 -0.93 0.46
H 0.96 3.59 1.16
H 3.38 4.53 0.47
O -1.14 -0.39 -1.37
C -0.03 -1.52 0.42
F -4.39 -1.13 2.26
C 2.36 -0.98 -0.05
H -3.16 0.34 -1.82
C -5.20 0.71 -1.28
N 1.09 -0.61 0.36
H -2.32 -1.25 1.42
C -6.21 0.60 -0.35
C 4.64 -0.36 -0.64
F -5.47 1.32 -2.45
C 2.71 -2.31 -0.28
H 5.39 0.40 -0.77
H 2.00 -3.10 -0.12
C 3.36 0.00 -0.21
N 3.04 1.32 0.08
*
```

- E_HOMO (eV) = -8.40
- energy (hartree) = -1246.3695
- frontier orbital gap (eV) = 8.823
- largest force on an atom (eV/Å) = 0.9
- molecular weight (g/mol) = 353.3
- lowest unoccupied orbital energy (eV) = 0.4
- structure (SMILES) = O=C(Cn1c(=O)c2cccn2c2ccccc21)Nc1cc(F)ccc1F

Record 7
# C19H14BrN3O3S

C19H14BrN3O3S in the gas phase at a distorted geometry (ωB97M-V with the def2-TZVPD basis set, the OMol25 dataset).

```
! RIJCOSX wB97M-V def2-TZVPD def2/J DEFGRID3
* xyz 0 1
C -3.08 4.46 2.46
C 0.41 -3.99 -2.78
C -4.38 4.97 2.35
H -5.76 6.47 2.99
H 5.46 -6.29 -2.18
C -2.67 3.31 1.71
O 3.69 -5.48 -2.59
H 5.33 -3.27 -2.65
H 6.80 -4.20 -2.34
C -0.10 -1.14 -0.75
H -5.08 4.48 1.69
C -2.55 6.20 4.05
H -2.69 0.19 -0.76
C -2.87 1.67 0.34
Br -4.37 8.21 4.92
C 5.80 -4.24 -2.76
H 3.75 -3.31 -0.88
C -2.17 5.09 3.32
C 1.74 -2.70 -1.22
H 1.46 -5.64 -3.65
C 2.72 -4.58 -2.30
N -0.92 -0.18 -0.33
O -3.40 0.84 -0.52
C -4.76 6.08 3.07
C -0.59 0.74 0.52
S 1.62 -1.32 -0.19
O -3.56 2.68 0.86
H 5.87 -4.48 -3.82
N -0.47 -2.03 -1.60
C 1.50 -4.80 -2.97
H -1.17 4.69 3.40
C -3.84 6.68 3.92
N -1.50 2.74 1.74
H -0.52 -4.17 -3.30
C -1.58 1.68 0.87
H 0.40 0.81 0.98
H 4.94 -5.12 -0.96
H -1.85 6.69 4.71
C 0.51 -2.92 -1.90
C 2.84 -3.51 -1.42
C 4.99 -5.32 -2.04
*
```

- E_HOMO (eV) = -7.63
- energy (hartree) = -4094.6397
- frontier orbital gap (eV) = 7.071
- largest force on an atom (eV/Å) = 2.1
- molecular weight (g/mol) = 444.3
- lowest unoccupied orbital energy (eV) = -0.6
- structure (SMILES) = CCOc1ccc2nc(/N=C/c3nc(-c4ccc(Br)cc4)oc3O)sc2c1

Record 8
# C19H14Cl2N6Pt

A molecular structure, C19H14Cl2N6Pt (ωB97M-V with the def2-TZVPD basis set, the OMol25 dataset).

```
! RIJCOSX wB97M-V def2-TZVPD def2/J DEFGRID3
* xyz 2 3
C -3.57 -0.48 -0.71
C -1.15 -0.51 1.21
H 2.21 -0.52 3.71
H -0.30 4.59 -3.78
H 2.08 -0.43 6.19
C -2.25 -0.53 -1.12
N 4.75 -0.77 -1.47
C -1.18 -0.37 5.53
C 3.17 -0.67 -3.24
C -4.28 -0.39 -2.85
C 0.04 -0.48 3.43
C -1.17 -0.42 4.14
C 3.72 -0.76 -0.64
N -4.58 -0.41 -1.57
C -1.11 -0.58 -0.17
H 3.95 -0.81 0.42
H -3.83 -0.50 0.34
H -2.10 -0.43 1.71
H 2.95 -0.64 -4.30
C 0.05 -0.53 1.93
H 5.31 -0.74 -3.46
Cl -2.13 4.05 -2.39
C -0.42 4.12 -2.81
H -2.06 -0.33 6.15
H -2.14 -0.42 3.66
C 1.26 -0.60 1.24
Pt 0.10 -0.55 -2.84
N 0.01 -0.38 6.06
H -2.72 -0.42 -4.36
N 2.14 -0.65 -2.41
N 0.07 -0.68 -0.77
C -2.96 -0.44 -3.31
C 1.21 -0.43 5.55
H -5.10 -0.33 -3.56
H 2.21 -0.59 1.75
H 0.13 4.64 -2.03
C 1.23 -0.48 4.16
C 4.48 -0.73 -2.76
C 2.41 -0.70 -1.07
N -1.95 -0.51 -2.45
Cl 0.27 2.47 -2.93
C 1.24 -0.66 -0.15
*
```

- E_HOMO (alpha / beta) (eV) = -12.97 / -14.09
- energy (hartree) = -2100.0167
- frontier orbital gap (alpha / beta) (eV) = 5.289 / 3.870
- largest force on an atom (eV/Å) = 0.4
- energy above the lowest of the compared OMol25 structures with the same formula, charge and spin (kcal per mole) = 16.20
- molecular weight (g/mol) = 592.3
- lowest unoccupied orbital energy (alpha / beta) (eV) = -7.7 / -10.2